A.
13
Properties=species:S:1:pos:R:3 method="wB97M-V/def2-TZVPD" total_charge=+2 gap_ev=8.67 molar_mass_g_mol=98.11 e_lumo_ha=-0.479 smiles=Cc1[nH+]cnn[nH+]1
C 0.025 0.579 1.690
C -0.281 0.217 0.342
N 0.569 0.560 -0.728
C 0.595 -0.037 -1.874
N -0.315 -1.026 -2.122
N -1.113 -1.586 -1.507
N -1.091 -0.763 0.032
H 0.312 -0.256 2.257
H -0.696 0.907 2.387
H 0.848 1.358 1.682
H 1.384 1.178 -0.506
H 1.405 -0.098 -2.544
H -1.644 -1.032 0.889

B.
13
Properties=species:S:1:pos:R:3 method="wB97M-V/def2-TZVPD" total_charge=+2 gap_ev=8.73 molar_mass_g_mol=98.11 e_lumo_ha=-0.462 smiles=Cc1[nH+]cnn[nH+]1
C -1.145 -1.160 -0.771
C -0.304 -0.220 -0.176
N -0.188 1.162 -0.196
C 0.877 1.793 0.336
N 1.723 1.101 1.130
N 1.590 -0.097 1.355
N 0.584 -0.782 0.701
H -1.664 -1.931 -0.090
H -0.358 -1.868 -1.157
H -1.918 -0.829 -1.410
H -0.881 1.756 -0.681
H 1.013 2.806 0.161
H 0.671 -1.730 0.797

Most stable: B